Entry 1:
Entry from the OMol25 dataset: a molecular structure, C34H31AsNOsPS (ωB97M-V/def2-TZVPD).

Geometry as XYZ:
```
70
C34H31AsNOsPS (ωB97M-V/def2-TZVPD)
Os -1.00 1.34 0.15
S -2.87 1.13 1.29
C -3.06 -0.65 1.18
C -4.33 -1.22 1.11
C -4.45 -2.59 0.97
C -3.32 -3.40 0.88
C -2.05 -2.84 0.97
C -1.92 -1.47 1.14
As -0.20 -0.61 1.41
C 1.25 -1.75 0.91
C 1.62 -1.87 -0.43
C 2.63 -2.75 -0.78
C 3.28 -3.49 0.21
C 2.91 -3.36 1.54
C 1.89 -2.48 1.90
C -0.07 -0.30 3.30
C 1.07 0.34 3.80
C 1.16 0.59 5.16
C 0.13 0.22 6.01
C -0.99 -0.42 5.51
C -1.10 -0.69 4.15
H -5.21 -0.59 1.16
H -5.43 -3.04 0.91
H -3.43 -4.47 0.78
H -1.17 -3.48 0.93
H 1.13 -1.28 -1.19
H 2.93 -2.85 -1.81
H 4.08 -4.16 -0.06
H 3.42 -3.93 2.30
H 1.61 -2.38 2.94
H 1.88 0.60 3.14
H 2.05 1.07 5.56
H 0.20 0.42 7.07
H -1.79 -0.73 6.17
H -1.97 -1.20 3.77
C -0.20 3.20 0.45
C 1.09 2.56 0.17
C 2.02 2.31 1.21
C 3.22 1.69 0.94
C 3.52 1.29 -0.37
C 2.62 1.52 -1.40
C 1.42 2.17 -1.13
C 4.76 0.64 -0.65
N 5.75 0.10 -0.87
H -0.55 3.94 -0.28
H -0.35 3.61 1.44
H 1.78 2.62 2.22
H 3.94 1.52 1.73
H 2.87 1.22 -2.41
H 0.75 2.38 -1.95
C -3.06 0.08 -2.25
P -1.82 1.38 -2.06
C -2.66 2.95 -2.39
C -0.62 1.08 -3.37
C 0.02 -0.16 -3.39
C 0.90 -0.47 -4.41
C 1.15 0.46 -5.42
C 0.52 1.70 -5.39
C -0.37 2.01 -4.37
H -2.68 -0.88 -1.88
H -3.31 -0.02 -3.30
H -3.96 0.34 -1.68
H -3.15 2.87 -3.37
H -1.96 3.78 -2.40
H -3.42 3.12 -1.63
H -0.17 -0.89 -2.61
H 1.39 -1.43 -4.43
H 1.82 0.21 -6.22
H 0.72 2.42 -6.18
H -0.85 2.98 -4.37
```

## Properties
2S+1: 1
HOMO (spin up / spin down): -14.11 / -14.11 eV
Net charge: +2
Energy relative to the best compared isomer or geometry (same formula, charge and spin): 0.0 kcal/mol
HOMO-LUMO gap (spin up / spin down): 6.223 / 6.222 eV
Calculated total energy: -4434.39936 a.u.
E_LUMO (spin up / spin down): -7.89 / -7.89 eV

Entry 2:
Entry from the OMol25 dataset: a molecular structure, C34H31AuO3STe in a non-equilibrium geometry (ωB97M-V/def2-TZVPD).

Geometry as XYZ:
```
71
C34H31AuO3STe (ωB97M-V/def2-TZVPD)
Au -0.82 1.04 -0.39
C -3.38 -2.29 -3.05
C -2.86 -1.02 -2.46
O -2.02 -1.03 -1.58
C -3.36 0.32 -2.98
C -4.50 0.31 -3.77
C -5.14 1.49 -4.24
C -4.78 2.76 -3.77
C -3.65 2.80 -2.96
C -2.91 1.62 -2.56
O -1.83 1.88 -1.94
H -2.82 -3.10 -2.57
H -3.18 -2.37 -4.11
H -4.45 -2.48 -2.87
H -4.92 -0.63 -4.08
H -5.90 1.44 -5.02
H -5.30 3.68 -4.02
H -3.30 3.77 -2.62
O 0.19 0.48 1.28
S -0.56 -0.49 2.22
C -2.21 0.16 2.52
C -2.43 1.55 3.07
C -2.58 1.72 4.44
C -2.77 3.00 4.97
C -2.92 4.08 4.12
C -2.86 3.89 2.75
C -2.58 2.65 2.24
C 0.26 -0.16 3.82
C 1.72 -0.49 3.79
C 2.61 0.47 3.43
C 3.98 0.19 3.35
C 4.43 -1.08 3.63
C 3.52 -2.06 3.99
C 2.16 -1.80 4.02
H -2.64 -0.61 3.13
H -2.67 0.06 1.53
H -2.46 0.89 5.12
H -2.86 3.14 6.02
H -3.09 5.06 4.54
H -2.95 4.77 2.12
H -2.57 2.53 1.16
H -0.30 -0.79 4.56
H 0.12 0.88 4.04
H 2.22 1.44 3.22
H 4.68 0.97 3.05
H 5.49 -1.32 3.59
H 3.84 -3.07 4.18
H 1.52 -2.58 4.34
Te 1.30 -0.03 -2.45
C 3.39 0.38 -2.26
C 4.16 0.28 -1.09
C 5.49 0.68 -1.20
C 5.98 1.19 -2.37
C 5.21 1.25 -3.52
C 3.89 0.87 -3.49
C 1.12 -2.11 -2.03
C 0.91 -2.90 -3.15
C 0.88 -4.29 -3.07
C 1.00 -4.87 -1.84
C 1.19 -4.10 -0.69
C 1.28 -2.72 -0.80
H 3.74 -0.11 -0.20
H 6.13 0.59 -0.34
H 7.01 1.49 -2.35
H 5.65 1.70 -4.41
H 3.26 0.92 -4.39
H 0.83 -2.42 -4.14
H 0.73 -4.86 -3.98
H 0.98 -5.95 -1.76
H 1.33 -4.59 0.24
H 1.39 -2.09 0.08
```

## Properties
2S+1: 3
Expectation value of S²: 2.04
HOMO (spin up / spin down): -13.72 / -13.72 eV
Net charge: +2
Energy relative to the best compared isomer or geometry (same formula, charge and spin): 0.0 kcal/mol
HOMO-LUMO gap (spin up / spin down): 8.222 / 5.388 eV
Calculated total energy: -2341.16528 a.u.
E_LUMO (spin up / spin down): -5.50 / -8.33 eV

Entry 3:
Entry from the OMol25 dataset: 2 unconnected molecules or ions with the total composition C34H31BrN3O6S in a non-equilibrium geometry (ωB97M-V/def2-TZVPD).

Geometry as XYZ:
```
76
C34H31BrN3O6S (ωB97M-V/def2-TZVPD)
C 4.99 -1.66 -8.18
C 4.57 -1.15 -6.83
C 5.50 -0.50 -6.02
C 5.13 0.03 -4.78
C 3.82 -0.14 -4.34
S 3.35 0.60 -2.72
O 4.41 1.50 -2.33
O 1.99 1.07 -2.78
N 3.07 -0.57 -1.08
C 3.81 -1.74 -1.07
C 4.99 -2.01 -1.78
C 5.32 -3.34 -2.01
C 4.49 -4.37 -1.50
C 3.34 -4.09 -0.76
Br 2.28 -5.49 -0.02
C 3.03 -2.76 -0.46
C 1.80 -2.10 -0.05
N 0.57 -2.83 -0.18
O -0.17 -3.03 0.82
O 0.29 -3.25 -1.33
C 1.89 -0.74 -0.40
C 2.89 -0.87 -5.09
C 3.28 -1.37 -6.34
H 4.18 -2.16 -8.71
H 5.33 -0.83 -8.82
H 5.83 -2.36 -8.12
H 6.53 -0.39 -6.37
H 5.84 0.57 -4.15
H 5.62 -1.21 -2.15
H 6.21 -3.60 -2.59
H 4.75 -5.42 -1.62
H 1.11 -0.01 -0.22
H 1.88 -1.04 -4.71
H 2.59 -1.93 -6.96
C -1.24 3.08 6.99
C -0.71 1.90 6.19
C 0.67 2.19 5.60
C -0.63 0.75 7.19
O -1.62 1.40 5.14
C -1.92 2.16 4.05
C -2.22 1.34 2.83
N -3.29 1.64 2.21
C -4.00 1.28 1.16
C -5.09 2.17 0.74
C -5.93 1.96 -0.39
C -6.99 2.84 -0.64
C -7.27 3.90 0.23
C -6.46 4.12 1.36
C -5.37 3.27 1.58
C -3.68 -0.02 0.53
C -3.10 -0.14 -0.76
C -2.39 -1.30 -1.08
C -2.50 -2.44 -0.28
C -3.22 -2.38 0.92
C -3.81 -1.18 1.31
O -1.95 3.38 4.05
H -1.87 2.72 7.82
H -0.37 3.59 7.46
H -1.81 3.79 6.39
H 1.11 1.27 5.21
H 0.63 2.93 4.79
H 1.35 2.57 6.38
H -0.59 -0.22 6.69
H 0.23 0.88 7.86
H -1.53 0.78 7.82
H -1.51 0.53 2.62
H -5.72 1.12 -1.06
H -7.61 2.70 -1.54
H -8.11 4.57 0.03
H -6.66 4.94 2.05
H -4.70 3.44 2.42
H -3.14 0.71 -1.45
H -1.70 -1.33 -1.94
H -2.07 -3.37 -0.63
H -3.30 -3.26 1.56
H -4.40 -1.11 2.23
```

## Properties
2S+1: 1
HOMO: -2.21 eV
Net charge: -1
Energy relative to the best compared isomer or geometry (same formula, charge and spin): 37.1 kcal/mol
HOMO-LUMO gap: 2.016 eV
Calculated total energy: -4901.92342 a.u.
E_LUMO: -0.19 eV

Entry 4:
Entry from the OMol25 dataset: a molecular structure, C34H31FNO2S2SbSn (ωB97M-V/def2-TZVPD).

Geometry as XYZ:
```
73
C34H31FNO2S2SbSn (ωB97M-V/def2-TZVPD)
Sn 1.76 -1.83 -1.21
C 1.03 -1.20 -4.41
C 0.08 -0.20 -4.27
C -1.22 -0.52 -3.89
C -1.56 -1.85 -3.66
C -0.62 -2.85 -3.81
C 0.68 -2.53 -4.18
H 2.03 -0.95 -4.74
H 0.34 0.83 -4.46
H -1.96 0.26 -3.77
H -2.58 -2.10 -3.38
H -0.89 -3.88 -3.65
H 1.41 -3.31 -4.34
C -1.96 4.01 -2.86
C -1.80 4.56 -1.47
C -2.17 5.87 -1.19
C -2.00 6.42 0.07
C -1.44 5.66 1.08
C -1.08 4.34 0.82
C -1.26 3.78 -0.44
Sb -0.69 1.70 -0.75
C 1.32 2.09 -0.06
C 1.94 3.08 -0.83
C 3.30 3.33 -0.72
C 4.06 2.59 0.18
C 3.45 1.61 0.95
C 2.09 1.34 0.83
C 1.48 0.27 1.70
C -1.93 1.04 0.91
C -1.61 1.25 2.25
C -2.47 0.87 3.27
C -3.67 0.26 2.95
C -4.00 0.04 1.62
C -3.14 0.42 0.59
C -3.54 0.16 -0.84
H -2.37 4.77 -3.53
H -2.64 3.15 -2.87
H -1.00 3.68 -3.26
H -2.61 6.47 -1.98
H -2.31 7.44 0.27
H -1.29 6.08 2.07
H -0.64 3.75 1.62
H 1.35 3.67 -1.52
H 3.76 4.10 -1.33
H 5.12 2.78 0.27
H 4.04 1.04 1.66
H 1.38 0.62 2.73
H 2.13 -0.60 1.74
H 0.50 -0.03 1.34
H -0.66 1.71 2.52
H -2.21 1.06 4.30
H -4.35 -0.05 3.73
H -4.94 -0.44 1.37
H -4.50 -0.36 -0.88
H -2.78 -0.44 -1.33
H -3.64 1.11 -1.38
O 3.47 -2.22 2.87
S 3.62 -3.38 2.04
O 4.95 -3.82 1.72
N 2.76 -3.21 0.61
C 1.97 -4.24 0.42
S 1.13 -4.41 -1.04
C 1.85 -5.17 1.56
C 1.00 -6.25 1.69
C 0.97 -6.90 2.91
C 1.76 -6.48 3.98
C 2.64 -5.41 3.83
C 2.66 -4.77 2.61
H 0.38 -6.56 0.86
H 0.30 -7.74 3.05
H 1.69 -6.98 4.93
H 3.27 -5.08 4.64
F -0.10 -1.43 -0.50
```

## Properties
2S+1: 1
HOMO: -7.98 eV
Energy relative to the best compared isomer or geometry (same formula, charge and spin): 0.0 kcal/mol
HOMO-LUMO gap: 7.105 eV
Calculated total energy: -2870.25522 a.u.
E_LUMO: -0.88 eV

Entry 5:
Entry from the OMol25 dataset: a molecular structure, C34H31N3O2P2PdS (ωB97M-V/def2-TZVPD).

Geometry as XYZ:
```
74
C34H31N3O2P2PdS (ωB97M-V/def2-TZVPD)
Pd -0.72 0.52 -0.39
O 1.44 -0.12 -2.46
P 0.09 0.23 -2.98
C -1.12 -1.16 -2.94
P -2.16 -1.52 -1.48
O -1.50 -1.77 -0.16
C -3.01 -3.06 -1.99
C -3.73 -3.70 -0.98
C -4.44 -4.86 -1.25
C -4.43 -5.40 -2.53
C -3.71 -4.78 -3.54
C -3.00 -3.62 -3.27
C -3.54 -0.36 -1.44
C -3.83 0.32 -0.26
C -4.88 1.22 -0.22
C -5.66 1.43 -1.35
C -5.39 0.73 -2.52
C -4.34 -0.17 -2.56
C -0.69 1.67 -2.29
C -0.01 2.36 -1.25
C -0.61 3.53 -0.71
C -1.82 3.97 -1.17
C -2.49 3.29 -2.21
C -1.94 2.17 -2.76
C 0.21 0.47 -4.79
C 0.12 1.74 -5.35
C 0.32 1.93 -6.71
C 0.62 0.85 -7.52
C 0.71 -0.43 -6.97
C 0.52 -0.61 -5.61
H -0.54 -2.07 -3.14
H -1.81 -1.03 -3.78
H -3.72 -3.28 0.02
H -4.99 -5.35 -0.46
H -4.99 -6.31 -2.74
H -3.70 -5.20 -4.53
H -2.45 -3.15 -4.07
H -3.22 0.14 0.62
H -5.09 1.76 0.69
H -6.48 2.14 -1.32
H -6.01 0.88 -3.40
H -4.15 -0.73 -3.47
H 1.04 2.15 -1.06
H -0.10 4.07 0.07
H -2.27 4.86 -0.74
H -3.44 3.66 -2.58
H -2.44 1.66 -3.57
H -0.11 2.59 -4.71
H 0.26 2.92 -7.13
H 0.78 1.00 -8.58
H 0.95 -1.27 -7.61
H 0.62 -1.60 -5.19
C -0.19 3.42 4.24
N 0.70 2.36 3.83
C 1.98 2.14 4.31
C 2.46 1.05 3.69
N 1.48 0.62 2.81
C 0.37 1.41 2.90
S -1.12 1.30 2.15
C 1.66 -0.54 1.99
C 1.91 -1.75 2.61
C 2.21 -2.84 1.80
C 2.23 -2.65 0.43
C 1.94 -1.40 -0.08
N 1.65 -0.35 0.69
H 0.17 3.83 5.18
H -1.19 3.02 4.36
H -0.23 4.21 3.48
H 2.43 2.79 5.04
H 3.42 0.57 3.75
H 1.87 -1.84 3.69
H 2.41 -3.81 2.24
H 2.47 -3.46 -0.24
H 1.96 -1.19 -1.14
```

## Properties
2S+1: 1
HOMO: -6.66 eV
Energy relative to the best compared isomer or geometry (same formula, charge and spin): 7.6 kcal/mol
HOMO-LUMO gap: 7.343 eV
Calculated total energy: -2837.83914 a.u.
E_LUMO: 0.68 eV

Entry 6:
Entry from the OMol25 dataset: a molecular structure, C34H31N6O3RhS2Te in a non-equilibrium geometry (ωB97M-V/def2-TZVPD).

Geometry as XYZ:
```
78
C34H31N6O3RhS2Te (ωB97M-V/def2-TZVPD)
Rh 2.06 -0.75 -0.23
C -5.26 2.77 1.13
O -3.93 2.61 0.69
C -3.44 3.51 -0.22
C -4.12 4.59 -0.73
C -3.51 5.42 -1.66
C -2.23 5.15 -2.10
C -1.53 4.06 -1.60
C -2.12 3.24 -0.64
N -1.55 2.10 -0.08
C -0.28 1.56 -0.21
N 0.70 2.47 -0.31
C 2.08 2.35 -0.51
C 2.72 1.18 -0.91
C 4.09 1.26 -1.16
C 4.80 2.43 -0.97
C 4.16 3.58 -0.54
C 2.79 3.56 -0.34
O 2.04 4.66 0.06
C 2.39 5.90 -0.52
N -0.12 0.27 -0.10
C -1.32 -0.48 -0.09
C -2.06 -0.53 -1.29
C -3.25 -1.21 -1.40
C -3.77 -1.86 -0.29
C -3.08 -1.82 0.90
C -1.87 -1.14 1.03
O -1.37 -1.19 2.30
C -0.34 -0.33 2.70
H -5.43 2.00 1.87
H -5.97 2.65 0.30
H -5.40 3.75 1.59
H -5.13 4.80 -0.41
H -4.06 6.26 -2.06
H -1.76 5.78 -2.83
H -0.56 3.83 -1.99
H -2.25 1.49 0.31
H 0.44 3.43 -0.12
H 4.63 0.39 -1.50
H 5.87 2.45 -1.15
H 4.73 4.48 -0.35
H 1.75 6.65 -0.05
H 2.21 5.89 -1.60
H 3.43 6.17 -0.33
H -1.66 0.01 -2.13
H -3.79 -1.20 -2.34
H -4.72 -2.38 -0.35
H -3.46 -2.31 1.79
H -0.15 -0.56 3.74
H -0.64 0.72 2.60
H 0.58 -0.50 2.12
N -1.06 -3.63 -1.30
C -0.08 -2.76 -1.62
N 0.74 -2.54 -0.63
C 0.29 -3.31 0.42
C 0.80 -3.46 1.70
C 0.10 -4.28 2.56
C -1.05 -4.95 2.15
C -1.56 -4.83 0.88
C -0.87 -4.00 0.01
H -1.80 -3.93 -1.90
H 0.02 -2.31 -2.59
H 1.70 -2.95 2.00
H 0.45 -4.41 3.57
H -1.57 -5.58 2.87
H -2.45 -5.34 0.57
Te 3.69 -2.25 -1.82
C 3.44 -4.17 -1.03
C 3.97 -4.64 0.14
C 3.64 -5.98 0.40
C 2.86 -6.53 -0.57
S 2.53 -5.41 -1.83
H 4.57 -4.02 0.78
H 3.96 -6.52 1.28
H 2.46 -7.52 -0.62
S 3.20 -0.70 1.88
C 4.78 -0.59 1.45
N 5.91 -0.52 1.23
```

## Properties
2S+1: 5
Expectation value of S²: 6.02
HOMO (spin up / spin down): -6.34 / -7.63 eV
Energy relative to the best compared isomer or geometry (same formula, charge and spin): 6.9 kcal/mol
HOMO-LUMO gap (spin up / spin down): 6.636 / 5.736 eV
Calculated total energy: -3043.33245 a.u.
E_LUMO (spin up / spin down): 0.29 / -1.90 eV